Density functional theory data (ωB97M-V/def2-TZVPD) for 2 unconnected molecules or ions with the total composition C5H14 in a non-equilibrium geometry.

Properties
Net charge: +1
Energy relative to the best compared isomer or geometry (same formula, charge and spin) (kJ/mol): 172.6
Expectation value of S²: 0.753
Lowest unoccupied orbital energy (alpha / beta) (eV): -3.047 / -11.226
Highest occupied orbital energy (alpha / beta) (eV): -14.886 / -14.432
Spin multiplicity: 2

Last column: Mulliken charge in e.
Positions of all 19 atoms, in Å:
C 1.20 -1.08 1.67  -0.03
C 0.33 -2.08 0.87  -0.77
C 1.58 0.21 0.99  -1.04
H 0.60 -0.75 2.54  0.28
H 2.01 -1.75 2.01  0.34
H -0.70 -1.66 0.66  0.28
H 0.31 -3.13 1.36  0.37
H 1.92 0.22 0.02  0.42
H 0.76 0.92 0.92  0.29
H 0.79 -2.58 -0.03  0.37
H 2.42 0.56 1.48  0.35
C -1.86 1.04 -1.03  -0.23
C -1.05 1.71 -2.10  -0.86
H -2.11 -0.02 -1.28  0.22
H -1.16 1.19 -0.27  -0.13
H -2.85 1.52 -0.72  0.30
H -0.67 2.70 -1.67  0.27
H -0.05 1.07 -2.38  0.19
H -1.45 1.90 -3.07  0.35



Density functional theory data (ωB97M-V/def2-TZVPD) for a single C4H7N3O molecule in a non-equilibrium geometry.

Properties
SMILES: N[C@H]1[C@@H]2NN=CO[C@@H]12
Energy relative to the best compared isomer or geometry (same formula, charge and spin) (kJ/mol): 586.9
Lowest unoccupied orbital energy (eV): 0.881
Highest occupied orbital energy (eV): -8.382
Spin multiplicity: 1

Last column: Mulliken charge in e.
Positions of all 15 atoms, in Å:
N 1.82 -1.23 -0.61  -0.60
C 0.98 -0.69 0.38  -0.17
C 0.34 0.58 0.02  -0.32
N -0.22 1.78 0.49  -0.25
N -1.50 1.66 -0.10  -0.43
C -1.83 0.62 -0.69  0.03
O -1.51 -0.75 -0.54  -0.36
C -0.53 -0.63 0.40  -0.05
H 2.80 -1.10 -0.69  0.21
H 1.78 -2.25 -0.62  0.24
H 1.39 -0.73 1.38  0.25
H 0.36 0.61 -0.99  0.39
H -0.31 2.00 1.55  0.35
H -2.75 0.53 -1.36  0.35
H -0.82 -0.40 1.39  0.35



Density functional theory data (ωB97M-V/def2-TZVPD) for a single C4H4N2O molecule.

Properties
Energy relative to the best compared isomer or geometry (same formula, charge and spin) (kJ/mol): 434.5
Lowest unoccupied orbital energy (eV): 0.269
Highest occupied orbital energy (eV): -9.501
Spin multiplicity: 1

Last column: Mulliken charge in e.
Positions of all 11 atoms, in Å:
O 1.71 -0.42 0.78  -0.42
C 1.35 -0.89 -0.32  0.09
C 1.23 1.37 0.03  -0.72
C -0.11 1.35 0.19  0.18
N -1.08 0.36 0.37  -0.12
C -0.93 -0.93 -0.03  0.10
N 0.14 -1.46 -0.53  -0.48
H 2.05 -0.91 -1.17  0.40
H -0.50 2.37 0.12  0.34
H -2.02 0.67 0.56  0.28
H -1.84 -1.52 0.01  0.36



Density functional theory data (ωB97M-V/def2-TZVPD) for 2 unconnected molecules or ions with the total composition C5H11BF3O3P.

Properties
SMILES: CCOC(=O)C(F)(F)F.BP(C)O
Lowest unoccupied orbital energy (eV): -0.320
Highest occupied orbital energy (eV): -8.703
Spin multiplicity: 1

Last column: Mulliken charge in e.
Positions of all 24 atoms, in Å:
C 0.63 -0.92 -0.84  -0.95
C 0.14 -2.00 0.09  -0.26
O -1.30 -2.18 -0.04  -0.33
C -1.69 -2.93 -1.05  0.34
O -1.01 -3.49 -1.86  -0.51
C -3.24 -3.04 -1.05  0.92
F -3.81 -1.85 -0.91  -0.25
F -3.64 -3.82 -0.04  -0.25
F -3.66 -3.59 -2.19  -0.24
H 0.09 0.02 -0.66  0.19
H 1.69 -0.73 -0.65  0.32
H 0.50 -1.21 -1.88  0.35
H 0.26 -1.72 1.14  0.29
H 0.62 -2.95 -0.09  0.34
B 2.38 4.33 1.48  0.20
P 1.65 2.64 1.61  0.13
C 0.05 2.66 0.71  -0.93
O 2.46 1.55 0.63  -0.47
H 1.74 5.22 1.93  -0.05
H 3.54 4.48 1.25  -0.08
H 0.24 2.59 -0.36  0.29
H -0.58 1.83 1.02  0.30
H -0.47 3.59 0.92  0.35
H 3.40 1.54 0.84  0.29



Density functional theory data (ωB97M-V/def2-TZVPD) for 2 unconnected molecules or ions with the total composition C3H8O2 in a non-equilibrium geometry.

Properties
SMILES: O=CO.CC
Energy relative to the best compared isomer or geometry (same formula, charge and spin) (kJ/mol): 92.7
Lowest unoccupied orbital energy (eV): 0.648
Highest occupied orbital energy (eV): -11.093
Spin multiplicity: 1

Last column: Mulliken charge in e.
Positions of all 13 atoms, in Å:
O 0.28 1.16 -1.17  -0.38
C 1.09 0.32 -1.42  0.15
O 0.80 -0.85 -2.03  -0.44
H 2.16 0.46 -1.23  0.35
H 0.77 -1.63 -1.46  0.32
C -0.49 0.35 2.18  -0.69
C -1.48 -0.70 1.76  -0.74
H 0.15 0.71 1.37  0.15
H -0.95 1.23 2.62  0.26
H 0.22 0.01 2.95  0.28
H -2.40 -0.28 1.37  0.27
H -1.72 -1.41 2.55  0.31
H -1.10 -1.35 0.97  0.16



Density functional theory data (ωB97M-V/def2-TZVPD) for a gas-phase ion, C6H16N2P (charge +1) in a non-equilibrium geometry.

Properties
SMILES: CCC/[NH+]=C(/C)N(C)P
Net charge: +1
Energy relative to the best compared isomer or geometry (same formula, charge and spin) (kJ/mol): 34.2
Lowest unoccupied orbital energy (eV): -3.513
Highest occupied orbital energy (eV): -13.799
Spin multiplicity: 1

Last column: Mulliken charge in e.
Positions of all 25 atoms, in Å:
C -0.84 -2.23 1.70  -1.03
C -0.80 -0.76 2.30  -0.75
C -0.70 0.22 1.18  -0.86
N 0.58 0.15 0.65  -0.12
C 1.05 0.43 -0.54  0.95
C 2.40 -0.13 -0.81  -1.63
N 0.18 0.88 -1.65  0.02
C -0.90 1.94 -1.34  -0.93
P 0.70 0.59 -3.28  -0.06
H -0.31 -2.05 0.81  0.28
H -0.51 -2.98 2.38  0.39
H -1.85 -2.48 1.43  0.31
H 0.16 -0.80 2.88  0.30
H -1.62 -0.53 2.85  0.45
H -1.45 -0.01 0.45  0.50
H -0.79 1.23 1.44  0.52
H 1.25 -0.09 1.43  0.25
H 2.77 -0.51 0.07  0.40
H 2.32 -1.02 -1.35  0.47
H 3.20 0.44 -1.43  0.38
H -1.09 2.11 -0.29  0.34
H -0.66 2.81 -1.96  0.37
H -1.93 1.54 -1.77  0.33
H 0.48 1.77 -3.87  0.05
H -0.57 0.15 -3.42  0.08



Density functional theory data (ωB97M-V/def2-TZVPD) for 5 unconnected molecules or ions with the total composition C2H12O5 in a non-equilibrium geometry.

Properties
SMILES: C=CO.O.O.O.O
Energy relative to the best compared isomer or geometry (same formula, charge and spin) (kJ/mol): 237.5
Lowest unoccupied orbital energy (eV): 0.282
Highest occupied orbital energy (eV): -9.167
Spin multiplicity: 1

Last column: Mulliken charge in e.
Positions of all 19 atoms, in Å:
C -1.89 -0.52 2.50  -0.67
C -1.25 -0.95 1.41  0.47
O -0.89 -2.22 1.09  -0.50
H -1.66 0.45 2.96  0.29
H -2.18 -1.39 3.06  0.27
H -1.26 -0.25 0.49  -0.20
H -1.10 -2.53 0.23  0.33
O 2.03 1.89 1.24  -0.61
H 2.28 2.42 0.60  0.27
H 1.68 1.18 0.69  0.32
O 3.05 -1.17 -0.74  -0.55
H 2.64 -1.44 -1.54  0.29
H 3.88 -1.00 -1.04  0.27
O 0.86 1.11 -1.79  -0.58
H 1.36 0.81 -2.58  0.29
H -0.04 0.85 -1.95  0.33
O -2.15 0.89 -1.73  -0.62
H -2.96 1.28 -2.05  0.30
H -2.40 0.61 -0.84  0.31



Density functional theory data (ωB97M-V/def2-TZVPD) for 2 unconnected molecules or ions with the total composition C4H11N4 in a non-equilibrium geometry.

Properties
Net charge: +1
Energy relative to the best compared isomer or geometry (same formula, charge and spin) (kJ/mol): 451.7
Lowest unoccupied orbital energy (eV): -2.821
Highest occupied orbital energy (eV): -12.607
Spin multiplicity: 1

Last column: Mulliken charge in e.
Positions of all 19 atoms, in Å:
C 0.73 0.36 -0.22  0.35
C -1.98 -1.05 0.24  -0.65
C -3.00 -0.29 -0.01  -0.07
C 2.78 -0.89 -0.80  -0.81
N -0.30 0.89 -0.26  -0.52
N 1.97 0.11 -0.17  0.21
N -2.80 1.13 0.10  -0.26
N 2.83 0.96 0.68  -0.58
H -1.95 -2.17 0.10  0.25
H -1.08 -0.76 0.86  0.28
H -3.91 -0.72 -0.53  0.28
H 2.40 -1.93 -0.50  0.31
H 2.87 -0.79 -1.85  0.34
H 3.77 -0.89 -0.41  0.21
H -1.69 1.29 0.00  0.42
H -3.19 1.57 0.95  0.35
H -3.47 1.58 -0.52  0.34
H 3.69 0.47 0.78  0.28
H 2.32 1.13 1.55  0.25



Density functional theory data (ωB97M-V/def2-TZVPD) for 2 unconnected molecules or ions with the total composition C2H4IN2 in a non-equilibrium geometry.

Properties
Net charge: +1
Energy relative to the best compared isomer or geometry (same formula, charge and spin) (kJ/mol): 221.2
Lowest unoccupied orbital energy (eV): -6.999
Highest occupied orbital energy (eV): -13.069
Spin multiplicity: 1

Last column: Mulliken charge in e.
Positions of all 9 atoms, in Å:
C 1.13 -0.29 -0.95  -0.11
C 0.69 -1.06 1.41  0.52
N 0.81 -0.88 0.16  -0.24
N 0.59 -1.29 2.57  -0.09
I -2.31 2.29 -1.04  -0.10
H 0.63 -0.67 -1.79  0.31
H 1.55 0.67 -1.03  0.33
H -2.86 3.70 -1.06  0.11
H 0.14 -1.67 3.28  0.27



Density functional theory data (ωB97M-V/def2-TZVPD) for 7 unconnected molecules or ions with the total composition C43H40O17S.

Properties
Lowest unoccupied orbital energy (eV): -1.901
Highest occupied orbital energy (eV): -9.833
Spin multiplicity: 1

Last column: Mulliken charge in e.
Positions of all 101 atoms, in Å:
C 5.56 5.32 3.49  -0.94
C 5.09 6.58 2.76  -0.71
C 4.02 6.35 1.68  0.34
C 3.22 7.63 1.43  -1.63
O 3.12 5.30 2.11  0.10
S 2.79 4.26 0.93  0.51
O 3.69 3.15 1.06  -0.57
O 1.28 3.77 1.40  -0.19
O 1.15 3.77 2.83  -0.14
C 0.02 4.56 3.21  -0.62
C -0.19 5.87 2.43  1.01
C -0.62 6.98 3.39  -1.62
O -1.10 5.71 1.37  -0.56
H 6.36 4.83 2.94  0.32
H 4.76 4.62 3.68  0.02
H 5.97 5.61 4.46  0.40
H 4.73 7.34 3.45  0.39
H 5.95 7.01 2.25  0.38
H 4.49 6.09 0.73  0.43
H 3.89 8.49 1.44  0.46
H 2.72 7.60 0.46  0.36
H 2.45 7.76 2.20  0.33
H -0.88 3.94 3.11  0.32
H 0.16 4.75 4.27  0.33
H 0.76 6.18 2.01  -0.24
H 0.04 7.00 4.26  0.42
H -1.64 6.82 3.75  0.39
H -0.54 7.94 2.90  0.36
H -1.94 5.42 1.72  0.41
C -5.94 5.48 2.54  -0.36
C -7.13 5.05 2.15  -0.40
C -7.30 3.74 1.48  0.34
O -8.38 3.35 1.11  -0.53
C -6.08 2.92 1.27  -0.44
C -4.88 3.35 1.66  -0.26
C -4.72 4.66 2.33  0.41
O -3.63 5.06 2.70  -0.52
H -5.79 6.44 3.03  0.42
H -8.04 5.63 2.29  0.40
H -6.22 1.96 0.78  0.42
H -3.98 2.77 1.52  0.45
C 2.12 0.09 -1.28  -0.60
C 3.25 0.79 -1.28  -0.54
C 4.27 0.61 -2.35  0.17
O 5.29 1.26 -2.36  -0.57
C 3.98 -0.39 -3.41  -0.50
C 2.85 -1.09 -3.40  -0.31
C 1.84 -0.90 -2.34  0.35
O 0.80 -1.54 -2.36  -0.48
H 1.37 0.20 -0.51  0.50
H 3.48 1.53 -0.51  0.78
H 4.73 -0.51 -4.18  0.45
H 2.62 -1.85 -4.16  0.81
C 3.02 0.71 7.90  -0.42
C 2.34 1.85 7.85  -0.37
C 2.27 2.66 6.61  0.26
O 1.65 3.70 6.57  -0.55
C 2.98 2.14 5.41  -0.06
C 3.65 1.00 5.45  -0.48
C 3.73 0.19 6.70  0.33
O 4.35 -0.85 6.74  -0.55
H 3.09 0.11 8.79  0.41
H 1.82 2.25 8.71  0.42
H 2.90 2.75 4.52  0.50
H 4.18 0.60 4.59  0.47
C -2.32 -3.32 -1.80  -0.46
C -1.34 -3.70 -2.62  -0.44
C -1.34 -5.04 -3.24  0.37
O -0.45 -5.38 -4.00  -0.53
C -2.47 -5.95 -2.93  -0.35
C -3.45 -5.57 -2.12  -0.41
C -3.45 -4.23 -1.49  0.21
O -4.35 -3.88 -0.75  -0.57
H -2.34 -2.34 -1.33  0.45
H -0.50 -3.05 -2.85  0.75
H -2.46 -6.93 -3.40  0.67
H -4.28 -6.21 -1.87  0.42
C 3.27 -3.89 -7.93  -0.45
C 2.80 -4.80 -8.78  -0.43
C 1.63 -5.64 -8.44  0.26
O 1.20 -6.47 -9.21  -0.55
C 0.99 -5.42 -7.11  -0.31
C 1.46 -4.51 -6.26  -0.26
C 2.63 -3.67 -6.61  0.31
O 3.05 -2.84 -5.83  -0.47
H 4.13 -3.26 -8.16  0.42
H 3.25 -4.97 -9.75  0.39
H 0.14 -6.05 -6.88  0.47
H 1.01 -4.35 -5.29  0.55
C -5.71 -11.36 -3.25  -0.40
C -4.72 -10.57 -3.64  -0.34
C -4.15 -9.55 -2.72  0.26
O -3.25 -8.82 -3.08  -0.50
C -4.72 -9.45 -1.36  -0.20
C -5.72 -10.25 -0.97  -0.38
C -6.29 -11.27 -1.88  0.35
O -7.19 -11.99 -1.53  -0.54
H -6.15 -12.11 -3.90  0.40
H -4.28 -10.62 -4.63  0.43
H -4.29 -8.70 -0.71  0.45
H -6.15 -10.19 0.02  0.41



Density functional theory data (ωB97M-V/def2-TZVPD) for a gas-phase ion, C4H8N (charge +1) in a non-equilibrium geometry.

Properties
SMILES: C[N@+]12C[C@H]1C2
Net charge: +1
Energy relative to the best compared isomer or geometry (same formula, charge and spin) (kJ/mol): 220.6
Lowest unoccupied orbital energy (eV): -2.918
Highest occupied orbital energy (eV): -16.750
Spin multiplicity: 1

Last column: Mulliken charge in e.
Positions of all 13 atoms, in Å:
C -1.53 0.07 0.10  -0.68
N -0.10 -0.11 -0.16  0.13
C 0.80 0.98 -0.26  -0.48
C 1.03 -0.08 0.70  -0.02
C 0.86 -1.20 -0.27  -0.34
H -2.03 -0.43 0.96  0.33
H -1.76 1.22 0.11  0.27
H -1.95 -0.18 -0.89  0.36
H 0.27 1.81 0.05  0.33
H 1.38 1.28 -1.17  0.24
H 1.09 0.02 1.71  0.32
H 1.45 -1.27 -1.17  0.27
H 0.48 -2.11 0.29  0.27



Density functional theory data (ωB97M-V/def2-TZVPD) for 2 unconnected molecules or ions with the total composition C2H3NO3S in a non-equilibrium geometry.

Properties
SMILES: O=S(=O)=O.CC#N
Energy relative to the best compared isomer or geometry (same formula, charge and spin) (kJ/mol): 155.8
Lowest unoccupied orbital energy (eV): -0.197
Highest occupied orbital energy (eV): -11.328
Spin multiplicity: 1

Last column: Mulliken charge in e.
Positions of all 10 atoms, in Å:
O -4.39 -0.96 1.08  -0.43
S -4.49 0.10 0.12  1.24
O -4.46 1.41 0.65  -0.42
O -5.01 -0.25 -1.18  -0.44
C 0.32 -0.61 -0.84  -1.07
C -0.96 -0.29 -0.39  0.42
N -1.95 0.09 -0.07  -0.19
H 0.33 -0.69 -1.95  0.26
H 0.74 -1.49 -0.47  0.32
H 1.07 0.05 -0.54  0.31



> Look up the spin multiplicity of the ninth one.

1